1.
{"formula": "C21H50N5O7S7", "method": "wB97M-V/def2-TZVPD", "charge": 1, "molar_mass_da": 709.13, "spin_multiplicity": 1, "gap_ev": 7.8, "energy_ev": -120206.6163, "symbols": ["N", "C", "N", "C", "N", "C", "C", "C", "C", "N", "C", "N", "H", "H", "H", "H", "H", "H", "H", "H", "C", "S", "O", "C", "H", "H", "H", "H", "H", "H", "C", "S", "O", "C", "H", "H", "H", "H", "H", "H", "C", "S", "O", "C", "H", "H", "H", "H", "H", "H", "C", "S", "O", "C", "H", "H", "H", "H", "H", "H", "C", "S", "O", "C", "H", "H", "H", "H", "H", "H", "C", "S", "O", "C", "H", "H", "H", "H", "H", "H", "C", "S", "O", "C", "H", "H", "H", "H", "H", "H"], "xyz": [[-0.9105, -0.5139, 5.6711], [-0.5717, -0.1883, 4.4369], [0.0466, -0.9394, 3.5249], [0.1810, -0.1617, 2.4616], [-0.3236, 1.0444, 2.6537], [-0.4269, 2.2060, 1.8227], [-1.2502, 2.1887, 0.7080], [-1.3238, 3.3444, -0.0475], [-0.5600, 4.4298, 0.3567], [0.2270, 4.4635, 1.4326], [0.2867, 3.3505, 2.1472], [-0.8191, 1.0479, 3.9292], [-1.2452, 0.1891, 6.3164], [-0.7325, -1.4198, 6.0658], [0.6547, -0.4378, 1.5346], [-1.8188, 1.3077, 0.4476], [-1.9511, 3.3545, -0.9247], [-0.5997, 5.3308, -0.2432], [0.9235, 3.3488, 3.0276], [-1.2594, 1.8616, 4.3273], [-4.0648, -0.5023, -1.4114], [-2.8024, 0.0958, -2.5444], [-2.3261, 1.4120, -2.0057], [-3.8963, 0.4645, -3.9039], [-3.5809, -0.7648, -0.4715], [-4.8064, 0.2791, -1.2421], [-4.5335, -1.3890, -1.8367], [-4.6512, 1.1858, -3.5912], [-4.3616, -0.4562, -4.2545], [-3.2904, 0.8938, -4.6965], [0.2481, -3.6882, -4.0901], [-0.4891, -2.0716, -3.8580], [-1.6650, -1.9804, -4.7738], [0.8406, -1.1407, -4.6252], [-0.4507, -4.4336, -3.7162], [0.4385, -3.8615, -5.1460], [1.1799, -3.7492, -3.5306], [0.9794, -1.4844, -5.6500], [1.7555, -1.2787, -4.0493], [0.5597, -0.0888, -4.6214], [0.4976, -0.3151, 10.5409], [0.1950, 0.9550, 9.3255], [-0.6481, 0.3359, 8.2493], [1.8734, 1.0182, 8.6967], [-0.4464, -0.5459, 11.0320], [0.8892, -1.2046, 10.0518], [1.2144, 0.0526, 11.2712], [2.1620, 0.0315, 8.3343], [2.5411, 1.3355, 9.4966], [1.9015, 1.7408, 7.8829], [-2.7957, 1.2727, -7.6120], [-2.3160, 2.9247, -7.0838], [-3.1602, 3.2643, -5.9040], [-3.0117, 3.7773, -8.5024], [-2.4880, 0.5665, -6.8422], [-3.8775, 1.2309, -7.7427], [-2.2879, 1.0324, -8.5457], [-4.0793, 3.5667, -8.5670], [-2.4993, 3.4485, -9.4061], [-2.8524, 4.8438, -8.3590], [-0.2243, 5.2250, -3.4572], [-0.2635, 6.0116, -5.0745], [0.6111, 5.2064, -5.9631], [0.6770, 7.4668, -4.5933], [-0.7259, 4.2621, -3.5455], [0.8120, 5.0779, -3.1502], [-0.7542, 5.8512, -2.7384], [1.6492, 7.1615, -4.2064], [0.1207, 8.0258, -3.8406], [0.8105, 8.0822, -5.4803], [5.4283, -2.4267, 10.0696], [3.6785, -2.4969, 10.4634], [3.3388, -1.2233, 11.1574], [3.8108, -3.7640, 11.7266], [5.5711, -1.6529, 9.3183], [5.9916, -2.1777, 10.9685], [5.7476, -3.3890, 9.6699], [4.4848, -3.4228, 12.5119], [4.1796, -4.6853, 11.2762], [2.8177, -3.9300, 12.1382], [2.3436, -8.3273, -5.5357], [2.5478, -6.6802, -6.2205], [2.1649, -5.7180, -5.1488], [1.1587, -6.7704, -7.3555], [3.0968, -8.4609, -4.7624], [1.3475, -8.4208, -5.1032], [2.4920, -9.0664, -6.3227], [0.2441, -6.9714, -6.7974], [1.3417, -7.5557, -8.0885], [1.0795, -5.8107, -7.8619]], "atomic_forces_ev_per_a": [[-0.285, 0.126, -0.208], [-0.280, 0.552, 0.473], [0.189, -0.380, -0.331], [-0.024, -0.216, 0.266], [-0.077, 0.656, -0.114], [-0.100, 0.087, -0.360], [-0.017, -0.062, 0.204], [0.164, -0.276, 0.220], [-0.190, 0.316, -0.331], [-0.131, -0.298, -0.083], [0.169, -0.083, 0.341], [0.182, -0.527, 0.096], [0.193, -0.119, 0.318], [0.201, -0.063, -0.170], [-0.004, -0.010, -0.067], [-0.028, 0.012, -0.141], [0.035, 0.092, -0.092], [0.091, 0.114, 0.112], [0.063, 0.076, -0.027], [-0.031, 0.040, -0.067], [-0.080, 0.075, 0.038], [0.017, -0.048, -0.070], [-0.099, -0.046, 0.194], [-0.144, 0.007, -0.097], [0.030, -0.012, -0.025], [0.019, 0.016, -0.031], [0.021, -0.012, -0.007], [0.064, 0.040, 0.050], [0.096, -0.052, 0.016], [0.001, 0.080, 0.023], [-0.101, 0.025, -0.051], [0.122, -0.080, 0.076], [-0.013, 0.033, -0.025], [0.020, 0.067, -0.058], [-0.023, 0.030, 0.016], [0.022, 0.004, -0.013], [0.017, -0.007, -0.016], [-0.029, -0.026, 0.007], [-0.005, -0.007, 0.007], [-0.029, -0.009, 0.023], [-0.243, -0.097, 0.106], [0.072, 0.119, 0.169], [-0.019, -0.044, -0.175], [0.043, -0.002, -0.106], [-0.039, 0.075, -0.055], [0.034, 0.030, -0.042], [0.057, -0.017, -0.028], [-0.029, -0.017, 0.035], [-0.010, -0.024, 0.021], [-0.032, 0.018, 0.022], [-0.073, -0.041, -0.005], [0.230, -0.063, -0.092], [-0.086, -0.053, 0.060], [-0.094, 0.057, -0.025], [0.043, 0.003, -0.006], [-0.001, 0.028, 0.017], [0.018, 0.007, 0.006], [0.003, -0.013, 0.037], [0.029, 0.006, 0.017], [0.031, -0.006, 0.032], [-0.004, -0.096, 0.108], [-0.109, 0.022, 0.009], [0.062, -0.038, -0.016], [0.061, 0.049, 0.053], [-0.039, 0.020, -0.058], [0.013, 0.023, -0.051], [-0.027, 0.019, -0.036], [-0.007, -0.035, -0.022], [-0.016, 0.003, -0.016], [-0.021, -0.023, -0.023], [0.076, -0.007, -0.002], [0.059, -0.080, -0.023], [0.067, 0.052, -0.003], [0.017, -0.043, 0.063], [-0.038, 0.006, 0.000], [-0.038, 0.012, 0.018], [-0.014, 0.001, -0.011], [-0.004, 0.040, -0.017], [-0.014, 0.003, -0.015], [-0.015, 0.025, -0.026], [-0.034, -0.075, 0.027], [0.057, -0.009, -0.025], [-0.029, -0.041, -0.010], [-0.074, -0.020, -0.029], [0.018, 0.037, -0.011], [-0.002, 0.042, -0.006], [0.018, 0.007, -0.004], [0.024, 0.007, 0.033], [0.015, 0.009, -0.008], [0.037, 0.011, 0.014]]}


2.
{"formula": "C21H51B2BrCl2N5O9P2", "method": "wB97M-V/def2-TZVPD", "charge": -1, "molar_mass_da": 752.05, "spin_multiplicity": 1, "gap_ev": 4.8, "energy_ev": -163500.6005, "symbols": ["C", "C", "B", "P", "N", "O", "O", "C", "N", "C", "C", "C", "Cl", "C", "C", "Cl", "C", "B", "O", "O", "P", "O", "Br", "O", "H", "H", "H", "H", "H", "H", "H", "H", "H", "H", "H", "H", "H", "H", "H", "H", "H", "H", "C", "C", "C", "O", "C", "N", "H", "H", "H", "H", "H", "H", "H", "H", "H", "H", "H", "C", "C", "C", "O", "C", "N", "H", "H", "H", "H", "H", "H", "H", "H", "H", "H", "H", "C", "C", "C", "O", "C", "N", "H", "H", "H", "H", "H", "H", "H", "H", "H", "H", "H"], "xyz": [[2.0090, 2.6685, -1.3971], [1.1810, 1.9240, -2.2540], [1.0095, 0.3042, -2.0694], [2.4477, -0.0796, -0.7466], [1.7199, -1.0846, 0.5180], [3.6836, -1.0030, -1.4960], [-0.3782, 0.0445, -1.5641], [-1.0188, -1.1108, -2.0910], [-2.3059, -0.5759, -2.5896], [-3.4070, -1.5382, -2.6283], [-3.0954, -2.9089, -3.2837], [-1.0235, -2.0808, -0.9065], [0.0026, -3.5386, -0.8456], [-1.7465, -1.9162, 0.1875], [-1.7815, -2.8770, 1.3624], [-2.7822, -0.4900, 0.4321], [-0.1386, -1.3253, -3.3901], [0.4260, -2.7255, -3.9174], [-0.2628, -3.6238, -4.7210], [1.7176, -3.1247, -3.5054], [-1.0459, -0.6822, -4.9408], [0.1091, -1.0388, -6.1426], [-1.1861, 1.5670, -4.9292], [1.0258, -0.5158, -3.2990], [1.7079, 2.7431, -0.3497], [2.9343, 3.0968, -1.8170], [0.6601, 2.5175, -3.0231], [1.9476, -0.7138, 1.4352], [2.0865, -2.0359, 0.4652], [3.5667, -1.9286, -1.2336], [-2.5414, 0.2794, -2.1015], [-3.9002, -1.7478, -1.6583], [-4.1996, -1.0876, -3.2621], [-3.0674, -2.8038, -4.3767], [-3.9791, -3.5461, -3.0760], [-2.2343, -3.4432, -2.8612], [-1.0597, -2.5571, 2.1321], [-2.7856, -2.7819, 1.8173], [-1.6711, -3.9309, 1.0904], [0.4067, -4.1028, -5.2318], [2.3643, -2.9373, -4.2013], [0.3810, -0.2005, -6.5476], [1.7836, 3.2549, 3.3590], [3.2269, 2.7813, 3.5083], [4.1317, 3.7910, 4.2350], [4.5379, 4.8962, 3.4424], [3.5944, 5.9473, 3.3620], [3.7452, 2.4326, 2.1845], [1.6716, 4.0103, 2.5809], [1.1398, 2.4183, 3.0838], [1.4068, 3.6711, 4.2978], [3.2081, 1.8710, 4.1169], [5.0557, 3.2736, 4.5079], [3.6782, 4.1355, 5.1747], [3.0370, 6.0690, 4.2957], [2.9054, 5.7834, 2.5306], [4.1398, 6.8708, 3.1607], [4.6725, 2.0285, 2.2902], [3.9171, 3.3017, 1.6838], [-9.4948, -1.0156, -6.3674], [-9.0551, -0.8239, -4.9191], [-7.8265, 0.0890, -4.7656], [-6.5959, -0.5241, -5.0954], [-6.2859, -0.5407, -6.4782], [-8.8333, -2.1402, -4.3125], [-8.8408, -1.6951, -6.9141], [-10.4987, -1.4424, -6.4026], [-9.5195, -0.0619, -6.9002], [-9.8842, -0.3412, -4.3916], [-7.7409, 0.3602, -3.7091], [-7.9513, 1.0289, -5.3193], [-6.6407, 0.3564, -6.9940], [-6.6986, -1.4371, -6.9477], [-5.2007, -0.5904, -6.5739], [-8.6310, -2.0157, -3.3238], [-7.9620, -2.5055, -4.6916], [6.2373, -1.2534, 8.3031], [4.9717, -0.4205, 8.1243], [4.6177, -0.1491, 6.6525], [5.4069, 0.8516, 6.0337], [6.6599, 0.4034, 5.5476], [5.1103, 0.8235, 8.8888], [7.1444, -0.6756, 8.1244], [6.2972, -1.6323, 9.3246], [6.2407, -2.1128, 7.6286], [4.1447, -0.9940, 8.5546], [3.5917, 0.2293, 6.6190], [4.6284, -1.0717, 6.0586], [6.6091, -0.6208, 5.1682], [7.4240, 0.4812, 6.3246], [6.9549, 1.0620, 4.7298], [4.2323, 1.3346, 8.8453], [5.7610, 1.4197, 8.3817]], "atomic_forces_ev_per_a": [[-0.938, -0.672, -1.143], [0.355, 0.514, 1.127], [-2.095, 0.304, 0.158], [0.472, 0.929, 0.714], [0.648, -0.483, -0.513], [-0.597, -0.436, 0.842], [-0.482, -0.639, 0.332], [1.664, 2.897, -0.492], [-0.340, -1.869, 0.309], [-0.946, -0.165, -0.621], [-0.920, 0.223, 0.140], [-0.394, -0.685, -0.461], [-0.297, 0.755, -0.827], [-0.511, -0.273, 0.816], [-0.991, 0.755, 0.375], [0.585, -0.616, 0.065], [0.959, 0.237, -1.026], [0.533, -1.153, 0.912], [0.219, 0.905, -0.190], [-0.290, 0.244, -0.960], [-1.697, -1.600, -0.237], [-0.037, 1.060, 0.738], [0.547, -0.024, 0.002], [0.125, -0.066, 0.226], [1.581, -0.991, 0.186], [-0.988, 1.599, 0.289], [1.544, -0.742, -1.160], [0.250, -0.019, -0.218], [-0.456, -0.018, 0.177], [0.011, 0.103, -0.489], [0.187, -0.202, 0.166], [0.490, 0.257, -0.076], [0.299, -0.100, 0.333], [0.558, -0.157, 0.371], [0.381, 0.208, -0.033], [-0.071, 0.293, -0.337], [-0.056, -0.321, -0.326], [0.442, -0.025, -0.086], [0.313, 0.397, -0.054], [-0.320, -0.263, 0.315], [0.046, 0.131, 0.446], [0.196, -0.276, 0.116], [-0.187, -0.089, 0.128], [-0.098, 0.340, -0.243], [0.213, -0.314, 0.066], [-0.141, 0.092, 0.294], [0.183, 0.003, -0.285], [0.248, 0.096, 0.385], [0.076, -0.017, -0.005], [0.065, 0.018, -0.068], [0.016, 0.019, -0.018], [0.137, 0.036, 0.044], [0.009, 0.030, -0.052], [-0.104, 0.073, -0.054], [-0.045, -0.069, -0.009], [-0.159, 0.061, 0.109], [0.051, -0.044, 0.037], [-0.096, -0.176, -0.082], [-0.178, -0.102, -0.147], [-0.213, 0.060, -0.093], [0.222, -0.142, -0.281], [-0.019, 0.050, 0.301], [-0.151, 0.225, -0.143], [0.265, -0.294, 0.136], [0.068, 0.120, 0.149], [0.058, 0.029, 0.068], [0.044, -0.028, 0.045], [0.033, -0.022, 0.004], [0.075, 0.025, 0.074], [0.056, -0.058, -0.005], [-0.034, -0.058, -0.122], [-0.091, -0.011, 0.039], [-0.064, 0.108, -0.182], [-0.014, 0.052, 0.093], [-0.100, -0.040, -0.001], [-0.077, -0.028, -0.043], [0.014, -0.210, 0.098], [0.364, 0.101, -0.134], [-0.332, 0.069, 0.066], [0.012, -0.256, -0.053], [0.039, 0.324, 0.003], [-0.181, 0.054, -0.113], [-0.060, 0.050, -0.044], [-0.018, 0.066, -0.010], [0.011, 0.035, -0.008], [-0.064, 0.067, -0.065], [0.043, 0.069, -0.015], [0.126, -0.028, 0.029], [-0.014, -0.023, 0.062], [0.076, -0.170, -0.042], [-0.086, -0.006, -0.006], [-0.003, -0.048, 0.112], [0.046, -0.057, 0.074]]}


| no. | HOMO (eV) |
| --- | --- |
| 1 | -10.0 |
| 2 | -2.6 |